Entry from the OMol25 dataset: a 14-piece molecular cluster, C67H145BN7O21 overall at a distorted geometry (ωB97M-V with the def2-TZVPD basis set).

Last column: Mulliken charge in e.
Cartesian coordinates (Å):
O1 -1.75684 4.13426 -0.69742  -0.610
C1 -1.29724 3.52410 0.28872  0.542
O2 -1.19432 2.18493 0.45310  -0.421
B1 -0.70915 1.90761 1.81308  0.895
O3 -0.80933 3.24325 2.44941  -0.500
C2 -1.00780 4.18413 1.63212  0.661
O4 -0.93501 5.41912 1.84628  -0.674
O5 0.68103 1.37384 1.92116  -0.475
C3 0.72893 0.32522 2.70704  0.611
O6 1.67648 -0.13240 3.26063  -0.571
C4 -0.75785 0.02143 3.06647  0.600
O7 -1.55351 0.83954 2.45117  -0.420
O8 -1.07552 -0.83391 3.88652  -0.639
C5 4.27721 -7.81054 -2.15061  -1.680
C6 2.88754 -7.72365 -2.91396  1.165
C7 2.13265 -6.52405 -2.20977  -1.097
C8 1.00105 -5.94434 -3.09238  -0.763
C9 1.52029 -5.63228 -4.53456  -1.291
C10 2.19664 -6.82668 -5.26511  1.556
N1 3.15649 -7.50253 -4.38789  0.424
O9 3.91410 -8.45884 -4.97161  -0.473
C11 1.09090 -7.77530 -5.82958  -1.693
C12 3.04347 -6.23504 -6.38929  -2.081
C13 1.96618 -8.97149 -2.73988  -1.627
H1 4.17691 -8.34461 -1.20571  0.401
H2 4.72372 -6.85068 -1.89104  0.362
H3 5.00704 -8.44962 -2.64763  0.380
H4 1.65584 -6.83860 -1.28144  0.413
H5 2.79827 -5.70648 -1.93296  0.386
H6 0.50263 -5.02827 -2.77536  0.425
H7 0.22595 -6.70202 -3.20751  0.294
H8 2.21512 -4.79549 -4.46320  0.445
H9 0.78059 -5.20084 -5.20896  0.522
H10 0.55661 -7.22041 -6.60076  0.421
H11 1.57460 -8.64513 -6.27400  0.379
H12 0.38548 -8.18717 -5.10789  0.297
H13 2.42328 -5.59830 -7.02018  0.411
H14 3.76978 -5.51534 -6.01166  0.462
H15 3.63335 -6.93666 -6.97909  0.456
H16 1.85561 -9.18530 -1.67680  0.460
H17 2.38508 -9.74903 -3.37869  0.371
H18 0.96770 -8.83344 -3.15466  0.316
H19 4.58697 -7.91091 -5.38224  0.360
C14 -8.37525 11.80727 -4.00744  -1.964
C15 -8.55463 10.68668 -5.04194  1.545
C16 -9.85564 11.05400 -5.76054  -1.259
C17 -10.15425 10.34632 -7.16600  -0.789
C18 -8.86160 10.40454 -8.04891  -1.257
C19 -7.49350 10.04519 -7.34077  1.556
N2 -7.38873 10.70141 -6.01121  0.035
O10 -6.15150 10.36520 -5.45755  -0.437
C20 -7.51544 8.48163 -7.47351  -1.718
C21 -6.36871 10.59842 -8.25025  -1.791
C22 -8.75613 9.32577 -4.31771  -1.524
H20 -9.26634 12.05164 -3.42922  0.353
H21 -8.16972 12.75585 -4.50347  0.488
H22 -7.49671 11.81538 -3.36232  0.386
H23 -10.73069 10.90567 -5.12777  0.439
H24 -9.84774 12.11511 -6.00971  0.439
H25 -11.02721 10.81134 -7.62405  0.406
H26 -10.46319 9.32367 -6.94955  0.357
H27 -8.88467 11.41929 -8.44622  0.440
H28 -9.07678 9.81344 -8.93908  0.450
H29 -8.31009 7.93578 -6.96490  0.318
H30 -7.48283 8.13178 -8.50533  0.420
H31 -6.61238 7.99769 -7.10153  0.451
H32 -6.17323 11.67035 -8.22134  0.404
H33 -5.37411 10.18733 -8.07747  0.381
H34 -6.51179 10.21722 -9.26135  0.395
H35 -9.52509 9.54735 -3.57766  0.427
H36 -7.84658 8.88907 -3.90523  0.321
H37 -9.16720 8.63753 -5.05624  0.369
H38 -6.26227 9.43931 -5.22941  0.360
C23 9.24770 0.84868 1.22179  -1.748
C24 10.03552 1.03447 -0.03396  1.440
C25 9.41870 0.18279 -1.13706  -1.289
C26 8.07953 0.76348 -1.67719  -0.639
C27 8.46132 2.12070 -2.22994  -1.387
C28 9.09794 3.12631 -1.26967  1.542
N3 10.18375 2.45717 -0.45705  0.128
O11 10.95084 3.26829 0.40551  -0.450
C29 9.72372 4.34278 -2.00088  -1.754
C30 7.97153 3.64618 -0.25675  -1.532
C31 11.48155 0.44597 0.19476  -1.817
H39 8.18771 1.08115 1.11959  0.332
H40 9.77563 1.33280 2.04338  0.449
H41 9.25676 -0.16234 1.62906  0.429
H42 10.01542 -0.03964 -2.02168  0.400
H43 9.22493 -0.78072 -0.66567  0.499
H44 7.21288 0.89708 -1.02975  0.337
H45 7.64261 0.25827 -2.53856  0.354
H46 7.66564 2.73538 -2.65081  0.566
H47 9.12660 2.00984 -3.08621  0.371
H48 10.77199 4.21817 -2.27237  0.390
H49 9.22682 4.73564 -2.88793  0.381
H50 9.60397 5.17393 -1.30594  0.361
H51 7.05278 4.00607 -0.71986  0.338
H52 7.75525 2.86883 0.47609  0.308
H53 8.37996 4.47941 0.31510  0.434
H54 11.27834 -0.61310 0.35343  0.408
H55 11.95273 0.87766 1.07780  0.350
H56 12.07143 0.63242 -0.70267  0.440
H57 10.45878 3.22597 1.22874  0.361
C32 7.21250 -6.45032 7.01528  -1.483
C33 6.36615 -7.10201 8.10771  1.192
C34 7.26176 -8.00452 9.02449  -1.056
C35 8.11991 -7.26040 10.01890  -0.698
C36 7.20847 -6.33974 11.00898  -1.328
C37 6.22778 -5.45379 10.22048  1.639
N4 5.58725 -6.24471 9.10413  0.182
O12 4.50222 -5.65698 8.50244  -0.464
C38 5.21400 -5.00789 11.29507  -1.881
C39 6.92602 -4.33217 9.68729  -1.665
C40 5.46613 -8.12845 7.33929  -1.780
H58 6.63680 -5.85781 6.30422  0.418
H59 7.76694 -7.20441 6.45668  0.404
H60 7.94127 -5.77065 7.45690  0.298
H61 6.63755 -8.67587 9.61418  0.345
H62 7.97539 -8.60304 8.45827  0.445
H63 8.76594 -6.54073 9.51608  0.317
H64 8.77045 -7.90952 10.60503  0.403
H65 7.73756 -5.68190 11.69847  0.488
H66 6.66922 -7.06959 11.61282  0.386
H67 4.52368 -5.82900 11.48828  0.467
H68 5.73866 -4.58683 12.15272  0.372
H69 4.54091 -4.27160 10.85582  0.408
H70 6.33798 -3.71948 9.00396  0.297
H71 7.28110 -3.70901 10.50807  0.453
H72 7.80826 -4.64382 9.12815  0.324
H73 4.95593 -7.48971 6.61832  0.427
H74 4.72786 -8.68167 7.91982  0.370
H75 5.98264 -8.80780 6.66121  0.383
H76 4.78900 -5.07916 7.79147  0.336
C41 2.91361 12.66699 -5.67896  -1.449
C42 3.74769 12.90029 -4.33481  1.290
C43 5.09546 12.24966 -4.46722  -1.158
C44 6.03860 12.99320 -5.46000  -0.938
C45 6.15811 14.43390 -5.18755  -1.010
C46 4.77176 15.13149 -4.95584  1.529
N5 3.93290 14.33221 -4.01397  0.076
O13 2.80073 15.02733 -3.62988  -0.444
C47 5.28250 16.40943 -4.24259  -1.906
C48 4.18329 15.67301 -6.33986  -1.660
C49 3.02899 12.08920 -3.20039  -1.793
H77 3.41019 12.70364 -6.64859  0.279
H78 2.24877 13.52261 -5.79730  0.293
H79 2.29647 11.77258 -5.59377  0.430
H80 5.61918 12.17998 -3.51382  0.436
H81 5.09810 11.23203 -4.85780  0.396
H82 5.57879 12.84552 -6.43717  0.314
H83 7.02722 12.55059 -5.58185  0.403
H84 6.60519 14.90386 -6.06355  0.440
H85 6.74282 14.55437 -4.27557  0.441
H86 6.19364 16.74696 -4.73656  0.402
H87 4.49487 17.16225 -4.21090  0.388
H88 5.57854 16.30384 -3.19890  0.456
H89 3.32968 16.34618 -6.26042  0.428
H90 4.88854 16.39743 -6.74721  0.446
H91 3.89955 14.93901 -7.09407  0.303
H92 3.58189 12.26432 -2.27749  0.452
H93 3.06272 11.05666 -3.54797  0.432
H94 2.05353 12.49355 -2.93003  0.347
H95 2.18669 14.83111 -4.34126  0.377
C50 -4.20760 -12.85283 6.77933  -1.571
C51 -4.70445 -11.79091 5.65953  1.203
C52 -3.67530 -11.80988 4.38782  -1.050
C53 -3.97213 -13.09376 3.58506  -0.763
C54 -5.46356 -13.10912 3.14574  -1.120
C55 -6.44184 -13.02622 4.35858  1.561
N6 -6.03937 -11.89836 5.14956  0.218
O14 -6.93800 -11.77320 6.17055  -0.499
C56 -7.89915 -12.66422 3.78644  -1.852
C57 -6.54008 -14.41060 4.97700  -1.755
C58 -4.68235 -10.33181 6.11241  -1.814
H96 -3.92373 -13.78165 6.28455  0.308
H97 -5.01322 -12.88409 7.51287  0.388
H98 -3.44162 -12.36371 7.38111  0.427
H99 -3.52157 -10.99553 3.67981  0.414
H100 -2.69339 -12.01018 4.81657  0.359
H101 -3.54896 -14.01336 3.98924  0.346
H102 -3.35344 -12.97975 2.69494  0.388
H103 -5.74908 -14.03530 2.64697  0.508
H104 -5.56599 -12.28060 2.44490  0.366
H105 -8.01289 -11.59410 3.61326  0.452
H106 -8.04306 -13.07963 2.78903  0.426
H107 -8.76082 -13.03785 4.33964  0.334
H108 -7.02892 -15.16948 4.36607  0.424
H109 -5.59652 -14.84658 5.30518  0.304
H110 -7.17152 -14.24635 5.85016  0.425
H111 -5.43120 -9.95218 6.80754  0.394
H112 -4.67155 -9.62862 5.27964  0.366
H113 -3.70301 -10.17972 6.56614  0.454
H114 -7.40392 -10.95966 5.96398  0.358
C59 -9.21237 -4.47834 -1.45707  -1.713
C60 -7.64140 -4.42270 -1.60298  1.302
C61 -7.23433 -5.53196 -2.62165  -1.128
C62 -7.53840 -5.15482 -4.15602  -0.725
C63 -6.73970 -3.87066 -4.42600  -1.445
C64 -7.01614 -2.65796 -3.49994  1.484
N7 -7.05705 -3.11721 -2.07822  0.422
O15 -7.28873 -2.01114 -1.21124  -0.516
C65 -5.82300 -1.70438 -3.65779  -1.932
C66 -8.36976 -1.99390 -3.85839  -1.637
C67 -6.97540 -4.79470 -0.24004  -1.709
H115 -9.78300 -4.46918 -2.38573  0.350
H116 -9.65207 -3.61800 -0.95251  0.364
H117 -9.55647 -5.38402 -0.95761  0.434
H118 -6.19478 -5.85004 -2.54249  0.353
H119 -7.95357 -6.32937 -2.43480  0.429
H120 -8.56236 -5.01482 -4.50242  0.332
H121 -7.31166 -6.03242 -4.76144  0.397
H122 -6.89106 -3.39620 -5.39558  0.527
H123 -5.66424 -4.04335 -4.46701  0.434
H124 -6.16855 -0.80817 -3.14251  0.501
H125 -4.87135 -2.16399 -3.39095  0.412
H126 -5.60750 -1.46663 -4.69949  0.387
H127 -8.11781 -1.47230 -4.78173  0.463
H128 -9.09462 -2.76885 -4.10761  0.341
H129 -8.76379 -1.37843 -3.04965  0.350
H130 -7.37629 -5.72952 0.15173  0.376
H131 -7.03792 -3.93068 0.42152  0.395
H132 -5.92216 -5.02151 -0.40545  0.403
H133 -6.43302 -1.83437 -0.81363  0.347
O16 -5.40671 -1.42461 7.55388  -0.637
H134 -4.81967 -2.00437 7.06862  0.320
H135 -6.07072 -1.16586 6.91486  0.317
O17 -6.36261 5.45315 4.60341  -0.647
H136 -5.56427 5.03119 4.28586  0.329
H137 -6.44369 6.24464 4.07125  0.318
O18 -1.94562 13.09034 1.59699  -0.640
H138 -1.45156 12.30725 1.35430  0.325
H139 -2.08006 13.55485 0.77091  0.315
O19 -1.24746 7.88569 7.40247  -0.635
H140 -1.84648 8.07699 8.12416  0.313
H141 -1.81261 7.56255 6.70074  0.323
O20 3.12079 5.38836 5.79996  -0.648
H142 2.89693 4.49719 5.53175  0.326
H143 2.27750 5.83440 5.87823  0.323
O21 -0.93621 -3.73879 10.72626  -0.642
H144 -1.62420 -3.66091 10.06531  0.324
H145 -0.16527 -4.02672 10.23740  0.318

- net charge = -1
- HOMO (eV) = -6.793
- spin multiplicity = 1